[1]
Computed, not measured: HN3O3S as an isolated structure, with ωB97M-V/def2-TZVPD.

Calculated values
net charge	0
F_max	0.08227	hartree/bohr
E_tot	-21455.86696	eV

CARTESIAN COORDINATES (ANGSTROEM)
N -0.02546 1.01449 2.29463
N 0.09979 -0.27628 0.25097
N -1.59679 0.38208 1.70058
O -1.84953 -0.62669 2.14093
O 0.06413 1.23399 3.50106
O -2.07229 1.21191 1.05864
S 1.03056 0.60753 1.12891
H -0.19281 0.09158 -0.62315

Results of the natural (NBO) charge analysis, in e, for atoms 1 through 4: number 1, N, carries -0.11; number 2, N, carries -1.05; number 3, N, carries 0.67; number 4, O, carries -0.23



[2]
Computed, not measured: a 3-piece molecular cluster, C4H11NO2 overall, with ωB97M-V/def2-TZVPD.

Calculated values
net charge	0
SMILES string	C=CC(=C)N.O.O
F_max	0.05519	hartree/bohr
E_tot	-9909.20056	eV

CARTESIAN COORDINATES (ANGSTROEM)
N 0.02493 -1.42837 0.77867
C 0.58120 -0.10697 0.78052
C 0.47578 0.50664 1.98929
C 2.24626 1.45573 -0.38806
C 1.29058 0.49854 -0.44924
H 0.23633 -2.08620 1.55157
H 0.15351 -1.93043 -0.11834
H 1.14629 1.34877 2.13644
H -0.43434 0.38215 2.59065
H 3.16079 1.44975 -1.01364
H 2.35559 1.98225 0.58103
H 1.27502 -0.06988 -1.34064
H -2.64249 1.22957 0.19457
H -2.17836 -0.08215 0.74365
O -2.64960 0.29954 -0.08198
H -1.48936 -0.58688 -1.48269
H -1.38227 -0.61612 -2.90731
O -0.84267 -0.94278 -2.16564

Results of the natural (NBO) charge analysis, in e, for atoms 1 through 4: number 1, N, carries -0.86; number 2, C, carries 0.18; number 3, C, carries -0.54; number 4, C, carries -0.37



[3]
Computed, not measured: a 2-piece molecular cluster, C5H9N4O4 overall, with ωB97M-V/def2-TZVPD.

Calculated values
net charge	-1
F_max	0.07249	hartree/bohr
E_tot	-19476.64680	eV

CARTESIAN COORDINATES (ANGSTROEM)
C -1.03473 -0.96859 0.93308
C 0.20963 -1.64104 0.71265
C 2.40590 0.02109 -1.13548
C 1.93101 -1.41844 -0.79586
C -0.75133 1.29906 0.29485
N -1.65118 1.06023 -0.77170
N -0.56029 0.36922 1.19688
N -0.33008 2.49244 0.37865
N -2.14677 -0.02128 -1.02113
O -2.01514 -1.21004 -0.04766
O 0.87134 -2.10081 1.62743
O -2.67010 -0.38981 -2.03408
O 0.57538 -1.41061 -0.53527
H -1.40610 -1.46515 1.89488
H 1.98096 0.73560 -0.35741
H 3.47002 0.17688 -1.19213
H 2.02727 0.38452 -2.09300
H 2.52599 -1.97992 -0.05145
H 1.85141 -1.81889 -1.79709
H -2.62553 2.73707 1.50962
H -2.89532 2.42960 2.04827
H 0.23768 2.71887 1.23597

Results of the natural (NBO) charge analysis, in e, for atoms 1 through 4: number 1, C, carries 0.12; number 2, C, carries 0.77; number 3, C, carries -0.65; number 4, C, carries -0.09



[4]
Computed, not measured: a 30-piece molecular cluster, C17H77Cl2O35PS overall, with ωB97M-V/def2-TZVPD.

Calculated values
net charge	0
F_max	0.15740	hartree/bohr
E_tot	-135695.73593	eV

CARTESIAN COORDINATES (ANGSTROEM)
O 3.45527 -1.49144 3.51983
C 3.17116 -2.25144 2.42924
C 2.72952 -3.83469 2.48610
C 1.97189 -4.38810 1.32976
C 1.56858 -3.46727 -0.00672
O 0.59240 -3.98573 -0.77569
C 2.38450 -2.07457 -0.29459
C 3.25707 -1.43590 0.97560
C 4.14092 -0.04234 0.78866
C 4.15520 0.73993 -0.65199
C 5.03543 2.15709 -0.74680
C 4.31418 3.21188 0.28020
C 2.68536 3.32216 0.13800
O 1.94667 2.83432 1.34983
C 3.31019 0.15710 -1.95467
P 3.33025 1.03305 -3.66837
O 5.04011 0.97335 -4.14695
Cl 2.68763 3.05347 -3.55227
C 2.43171 -1.24127 -1.70639
C 1.54835 -1.80770 -2.96670
C -0.05595 -1.49400 -2.80900
C -0.41725 -0.15152 -1.94047
C -2.06781 0.04316 -1.75326
S -2.65575 -0.24086 0.00634
O -1.67792 -1.04325 0.89974
O -2.87035 1.14169 0.72237
Cl -4.44708 -1.38582 -0.04276
H 2.98231 -4.49675 3.42121
H 1.62955 -5.52995 1.37200
H 4.74494 0.43487 1.67291
H 6.13916 1.84797 -0.41373
H 5.04196 2.53772 -1.87464
H 4.74769 4.31037 0.22466
H 4.52848 2.84342 1.39026
H 2.40141 4.46975 -0.02832
H 2.22077 2.74562 -0.76761
H 0.95462 2.98592 1.16588
H 5.26139 -0.01305 -3.99723
H 1.65998 -2.99549 -2.94175
H 1.97606 -1.49374 -4.03522
H -0.46303 -1.29623 -3.91318
H -0.69352 -2.40449 -2.40640
H 0.02088 -0.12462 -0.85578
H 0.04654 0.78001 -2.51968
H -2.34503 1.17340 -2.01568
H -2.57825 -0.73575 -2.46371
O 3.31737 6.05148 1.27879
H 3.24691 5.89279 2.23209
H 2.89447 6.91427 1.15328
O 7.21737 3.66373 1.03389
H 7.14691 3.50503 1.98719
H 6.79447 4.52651 0.90838
O -2.29816 -1.66711 3.92906
H -2.22524 -0.88605 4.49788
H -2.21786 -1.31118 3.03136
O -3.36135 -3.92573 6.14667
H -2.89789 -3.28189 5.59025
H -4.08202 -3.41491 6.54503
O 1.61327 7.36214 3.39943
H 1.25043 6.56217 3.80849
H 1.19504 8.08592 3.88953
O 6.31737 2.07090 -6.88497
H 6.24691 1.91221 -5.93168
H 5.89447 2.93369 -7.01048
O 9.53865 2.39415 0.10927
H 10.00211 3.03799 -0.44715
H 8.81798 2.90497 0.50763
O 3.70184 -2.64175 6.43038
H 3.77476 -1.86069 6.99921
H 3.78214 -2.28582 5.53269
O -2.58673 -6.63022 4.72675
H -2.94957 -7.43019 5.13581
H -3.00496 -5.90643 5.21686
O -5.12791 -8.56155 5.51237
H -5.24825 -7.77117 4.96488
H -5.36509 -9.29302 4.92272
O 1.48716 1.31147 3.65374
H 1.67634 1.14413 2.71826
H 1.74123 0.48702 4.09501
O -7.08428 -1.99420 -2.37965
H -6.32905 -2.22344 -1.81752
H -7.78194 -2.60304 -2.09404
O -5.02158 0.37645 -3.09413
H -5.38442 -0.42352 -2.68507
H -5.43981 1.10023 -2.60403
O -7.10113 1.48453 -5.66052
H -6.34589 1.25529 -5.09839
H -7.79879 0.87569 -5.37491
O -2.08633 -2.73431 8.57188
H -1.54964 -2.03609 8.16768
H -2.36039 -3.28282 7.82153
O -3.18866 -6.65460 1.78222
H -2.49868 -7.15873 1.32537
H -3.00902 -6.81021 2.72163
O -1.31305 3.14486 -2.34147
H -0.84959 3.78870 -2.89789
H -2.03372 3.65567 -1.94311
O -6.00979 -7.20551 0.51559
H -5.11548 -7.00404 0.82953
H -6.57109 -7.04453 1.28890
O 7.61134 1.22622 2.72415
H 8.30132 0.72209 2.26730
H 7.79098 1.07061 3.66356
O -3.23843 4.45694 0.03674
H -3.60127 3.65698 0.44580
H -3.65666 5.18073 0.52684
O -7.38866 -7.39382 7.18598
H -6.69868 -7.89795 6.72914
H -7.20902 -7.54943 8.12540
O -6.58485 1.39338 -8.60451
H -6.81509 1.56420 -7.67890
H -6.99642 2.12599 -9.08708
O -5.47961 6.12399 -0.03404
H -5.59996 6.91438 -0.58152
H -5.71679 5.39253 -0.62369
O -4.74986 -1.41449 -5.57824
H -4.67694 -0.63344 -5.00942
H -4.66956 -1.05856 -6.47593
O 3.41134 2.28357 -7.08686
H 4.10132 1.77944 -7.54370
H 3.59098 2.12796 -6.14744
O -3.68983 0.72083 -7.77164
H -4.58393 0.59998 -8.12506
H -3.12261 0.25859 -8.40692
O 9.06069 3.39873 -6.22313
H 9.02906 4.36719 -6.22328
H 8.31389 3.14009 -6.78382
O 1.79021 -4.40596 5.16609
H 2.68452 -4.20448 5.48003
H 1.22891 -4.24497 5.93940
O -5.77961 8.15676 2.39755
H -5.89996 8.94715 1.85006
H -6.01679 7.42530 1.80790

Results of the Mulliken charge analysis, in e, for atoms 1 through 4: number 1, O, carries -0.62; number 2, C, carries 0.51; number 3, C, carries -0.31; number 4, C, carries -0.53



[5]
Computed, not measured: C28H30As2MnP as an isolated structure, with ωB97M-V/def2-TZVPD.

Calculated values
net charge	+1
F_max	0.02072	hartree/bohr
E_tot	-191800.41052	eV
spin multiplicity	2

CARTESIAN COORDINATES (ANGSTROEM)
Mn -0.16552 -0.31671 -0.13754
C -1.16258 3.34474 1.37772
As -0.81077 2.00250 0.05029
C 0.94458 2.66228 -0.53699
C -1.79998 2.52082 -1.53276
C -2.52889 3.70308 -1.60632
C -3.10381 4.08869 -2.80997
C -2.94926 3.29925 -3.94074
C -2.23832 2.11040 -3.86439
C -1.67100 1.70917 -2.65907
As -0.75236 0.00181 -2.51959
C 0.36409 -0.06457 -4.08334
C -2.19127 -1.20678 -2.98839
H -0.89093 4.31167 0.96078
H -0.53357 3.12001 2.23634
H -2.20398 3.33910 1.68914
H 0.79881 3.54837 -1.15234
H 1.47957 1.90394 -1.10320
H 1.53468 2.91511 0.34089
H -2.64932 4.33493 -0.73540
H -3.66609 5.01159 -2.86635
H -3.38798 3.60497 -4.88139
H -2.14404 1.49492 -4.75165
H -0.27506 -0.08811 -4.96340
H 0.97405 -0.96516 -4.03987
H 1.00972 0.81002 -4.11201
H -2.66513 -0.86188 -3.90540
H -2.92566 -1.23526 -2.18651
H -1.77646 -2.20282 -3.13327
C -1.05116 -6.74237 2.15482
C 0.26271 -6.45271 1.79992
C 0.58374 -5.20808 1.28357
C -0.41768 -4.25102 1.12063
C -1.73076 -4.54179 1.47643
C -2.04686 -5.79105 1.99475
P -0.00799 -2.60686 0.51324
C 1.15156 -2.87357 -0.88780
C 0.69082 -3.70718 -1.91887
C 1.44502 -3.90480 -3.06002
C 2.67135 -3.25673 -3.20722
C 3.12764 -2.42427 -2.20194
C 2.37517 -2.23212 -1.04160
C 0.96341 -1.67653 1.72839
C 1.28180 -2.13646 3.00771
C 1.96814 -1.27393 3.84408
C 2.30239 0.01184 3.40554
C 1.92079 0.46375 2.15238
C 1.20441 -0.36601 1.28214
H -1.29732 -7.71685 2.55581
H 1.03596 -7.19871 1.92773
H 1.60619 -4.98276 1.00370
H -2.50676 -3.79719 1.34722
H -3.06799 -6.01736 2.27078
H -0.25901 -4.22210 -1.81420
H 1.08501 -4.56977 -3.83484
H 3.26626 -3.41650 -4.09744
H 4.08421 -1.92720 -2.30184
H 2.76691 -1.61131 -0.25027
H 1.02512 -3.13856 3.32899
H 2.25105 -1.59253 4.83910
H 2.85099 0.67133 4.06668
H 2.18585 1.47443 1.86330

Results of the natural (NBO) charge analysis, in e, for atoms 1 through 4: number 1, Mn, carries 0.45; number 2, C, carries -0.93; number 3, As, carries 1.01; number 4, C, carries -0.92



[6]
Computed, not measured: a 4-piece molecular cluster, CH7O5 overall, with ωB97M-V/def2-TZVPD.

Calculated values
net charge	-1
F_max	0.08486	hartree/bohr
E_tot	-11389.99039	eV

CARTESIAN COORDINATES (ANGSTROEM)
O -0.33066 2.33529 -0.67443
C -0.07274 1.91686 0.50379
O -0.04735 0.61369 0.83559
H 0.12557 2.72367 1.23092
H 2.32817 -1.51960 1.91924
H 1.42091 -0.38765 2.20722
O 1.92894 -1.06097 2.65967
H -0.31544 0.49434 -2.27331
H -0.26641 -0.84502 -2.89143
O -0.19195 0.10245 -3.12088
H -2.08816 -0.96756 -0.36166
H -0.91017 -1.56789 0.27394
O -1.58071 -1.83762 -0.30866

Results of the natural (NBO) charge analysis, in e, for atoms 1 through 4: number 1, O, carries -0.76; number 2, C, carries 0.61; number 3, O, carries -0.88; number 4, H, carries 0.05